Record 1
Density functional theory data (wB97M-V/def2-TZVPD) for C33H28Cl5N4NiOS3Si as an isolated structure.

```
76
Properties=species:S:1:pos:R:3:forces:R:3
Ni 1.33739 -2.23393 -0.67046 0.17 0.37 0.85
Cl 0.54054 -3.71774 -2.85717 -0.02 -0.18 -0.23
C 1.98025 -4.39708 -2.13834 -0.04 0.12 0.07
C 2.45154 -3.71248 -1.02439 0.08 -0.16 -0.16
C 3.55606 -4.27059 -0.39613 -0.05 0.00 -0.02
Cl 4.15974 -3.53521 1.04877 -0.02 0.07 0.06
C 4.17770 -5.42305 -0.87921 0.04 -0.01 0.03
Cl 5.55749 -6.08081 -0.07436 -0.01 0.00 0.00
C 3.68405 -6.05826 -2.01676 0.00 -0.03 -0.03
Cl 4.44633 -7.48225 -2.62767 0.00 0.01 0.01
C 2.55927 -5.54500 -2.65713 -0.01 0.03 0.02
Cl 1.90291 -6.31955 -4.05068 0.01 -0.01 0.00
S 1.74028 1.42942 4.15491 0.04 -0.01 -0.01
C 2.18080 1.17475 2.56738 0.02 -0.04 0.09
S 2.55012 -0.38956 1.92460 0.02 -0.01 -0.06
C 2.68895 0.27243 0.30628 -0.12 0.09 -0.10
N 2.53602 1.55441 0.28112 0.00 0.00 -0.03
N 2.28682 2.05483 1.54861 -0.05 0.00 -0.04
C 2.02634 3.45511 1.62432 0.04 -0.04 0.00
C 1.28952 4.05119 0.61059 0.04 0.05 -0.03
C 1.03527 5.41311 0.66619 0.00 -0.04 -0.04
C 1.51654 6.17481 1.72142 0.00 0.02 0.01
C 2.26628 5.56936 2.72025 -0.01 0.00 0.00
C 2.52906 4.20888 2.67557 -0.01 0.00 0.01
S 3.01442 -0.71800 -1.07714 -0.07 -0.13 -0.14
H 0.93687 3.45125 -0.21655 -0.02 -0.03 -0.07
H 0.45812 5.87120 -0.12690 -0.01 0.01 0.00
H 1.31452 7.23798 1.76206 0.00 0.00 0.00
H 2.65460 6.15783 3.54200 0.00 0.00 0.00
H 3.10770 3.72978 3.45080 -0.01 0.01 -0.01
C -3.95401 0.28053 -1.68091 0.00 0.00 0.03
C -2.73904 -0.64971 -1.68699 0.02 -0.03 0.01
C -3.14638 -2.01623 -1.12449 0.00 -0.01 0.01
C -2.27459 -0.85889 -3.13501 -0.02 -0.01 -0.02
Si -1.24532 0.06939 -0.73061 -0.01 0.00 0.02
O -0.07812 -0.99576 -0.68332 0.18 0.01 0.17
C -1.76271 0.60551 1.02373 -0.02 -0.02 -0.04
C -1.38722 1.84158 1.55591 0.09 -0.04 0.03
C -1.66425 2.19143 2.87284 -0.03 0.01 -0.03
C -2.35300 1.31316 3.69397 -0.03 0.00 -0.03
C -2.74768 0.07933 3.19075 0.02 0.01 0.00
C -2.44481 -0.26718 1.88082 -0.03 0.02 0.04
C -0.77089 1.64492 -1.66263 -0.03 0.01 -0.01
C -1.55035 2.80703 -1.66982 0.01 -0.01 0.01
C -1.20633 3.90569 -2.44606 0.01 0.01 0.01
C -0.06526 3.86308 -3.23833 0.00 0.03 0.02
C 0.72299 2.72152 -3.24508 0.04 0.00 0.04
C 0.37093 1.62563 -2.46621 0.03 0.03 0.02
H -4.80852 -0.20966 -2.16485 0.01 0.01 -0.01
H -3.75371 1.20383 -2.22871 0.01 0.01 0.01
H -4.25771 0.54851 -0.66432 0.00 -0.01 -0.01
H -3.87488 -2.49271 -1.79332 0.02 -0.01 -0.01
H -3.62380 -1.93054 -0.14616 -0.01 0.00 -0.02
H -2.28505 -2.68246 -1.03051 0.01 0.00 0.01
H -3.09564 -1.26608 -3.73898 0.01 -0.02 0.00
H -1.43812 -1.56027 -3.18267 0.00 0.01 0.01
H -1.94976 0.07621 -3.59697 -0.02 0.00 0.00
H -0.83695 2.54464 0.94128 -0.06 -0.02 0.00
H -1.32651 3.14661 3.25607 0.02 -0.01 0.00
H -2.57515 1.58326 4.71918 0.02 -0.01 0.00
H -3.29356 -0.61485 3.82183 0.01 0.01 0.01
H -2.72844 -1.25157 1.52770 -0.04 0.03 -0.01
H -2.44182 2.86185 -1.05272 0.01 0.00 0.01
H -1.82551 4.79556 -2.43082 0.00 0.00 0.00
H 0.21053 4.72100 -3.84046 0.00 -0.01 0.00
H 1.62473 2.68447 -3.84453 -0.01 0.01 -0.01
H 1.00382 0.74545 -2.46356 0.01 -0.01 0.03
N -0.81273 -3.27701 2.69331 -0.04 0.02 -0.04
C -0.68074 -4.56629 2.22579 0.01 -0.01 0.04
C 0.16251 -4.47902 1.16298 0.13 -0.04 0.08
N 0.54056 -3.16895 0.98265 -0.36 -0.03 -0.54
C -0.07468 -2.47183 1.90757 0.06 0.01 0.03
H -1.39225 -2.95373 3.44775 0.03 -0.03 0.04
H -1.17860 -5.40061 2.68548 0.00 0.00 -0.01
H 0.54040 -5.26383 0.52918 -0.04 0.01 -0.02
H -0.01788 -1.40589 2.03725 -0.04 0.01 -0.05
```
Forces are in eV/Å.

Summary:
Strongest force on any atom ... 0.94 eV Å⁻¹
Net charge ... -1
HOMO energy (alpha / beta) ... -5.05 / -5.07 eV
E_tot ... -6862.12009 a.u.
Gap between HOMO and LUMO (alpha / beta) ... 7.326 / 7.348 eV


Record 2
Density functional theory data (wB97M-V/def2-TZVPD) for C33H28EuF4N5O9PSb as an isolated structure in a non-equilibrium geometry.

```
82
Properties=species:S:1:pos:R:3:forces:R:3
Eu 14.44561 10.08260 11.13109 0.17 -0.08 -0.01
O 17.16925 12.40299 16.53857 0.11 0.49 -0.40
C 16.92200 12.48158 15.17483 -0.60 -2.33 0.79
O 17.04895 13.46290 14.52620 0.18 0.50 0.40
C 16.51996 11.12355 14.62054 -0.17 -1.05 -0.02
C 17.35224 10.04203 14.42785 0.12 0.11 0.16
N 16.63192 9.03109 13.84926 0.48 0.76 -0.05
N 15.35078 9.45302 13.59812 0.92 -1.40 0.78
C 15.26173 10.62682 14.15942 0.54 1.90 -0.29
C 13.99355 11.42647 14.12729 -0.70 0.09 -0.17
O 13.56510 11.74770 15.26437 0.13 -0.04 -2.28
O 13.55945 11.58751 12.90968 -0.03 0.33 2.30
H 16.94189 11.53347 16.92977 -0.04 0.63 -0.85
H 18.41002 10.03556 14.68507 -0.29 -0.58 -0.29
H 16.91218 8.06777 13.64649 -0.16 0.93 -0.04
F 10.49904 4.90654 17.96325 -0.21 -0.20 0.31
C 10.80379 5.73191 16.94886 0.37 0.05 -0.70
C 10.17690 6.95997 16.84828 0.15 0.23 -0.28
C 10.53184 7.81185 15.79684 0.06 -0.77 0.58
C 11.51985 7.43407 14.89953 0.04 0.35 -0.77
C 12.15743 6.20368 15.01982 -0.65 -0.34 0.74
C 11.76073 5.31410 16.02738 0.67 0.25 -0.05
Sb 12.15877 8.83227 13.39267 -0.07 -0.01 0.25
C 10.20799 9.72965 13.05802 0.82 -0.24 -0.05
C 9.09943 8.92031 12.95590 -1.12 0.30 -0.63
C 7.88321 9.43496 12.46323 0.31 -0.39 0.46
C 7.83159 10.77626 12.11722 -0.50 -0.27 -0.18
F 6.66297 11.28811 11.61449 0.49 -0.26 0.24
C 8.90968 11.62371 12.26587 0.50 0.04 0.63
C 10.10295 11.09628 12.78245 0.07 0.16 -0.42
C 12.39507 7.39131 11.74596 -0.84 0.17 0.80
C 13.62484 6.74842 11.58569 -0.78 -0.10 -1.06
C 13.85457 5.91974 10.47355 -0.06 0.04 0.05
C 12.78166 5.63998 9.62252 0.12 -0.17 0.76
F 12.92307 4.75388 8.60448 0.16 0.36 0.19
C 11.51970 6.17820 9.84185 -0.37 0.68 0.49
C 11.33236 7.10444 10.88795 0.38 -0.35 -0.98
H 9.44182 7.29062 17.56717 -0.05 -0.22 0.14
H 10.02645 8.76314 15.72588 0.03 0.14 -0.12
H 12.96086 5.91264 14.35363 -0.10 0.00 -0.11
H 12.29588 4.36076 16.12708 -0.50 0.35 0.14
H 9.16228 7.87280 13.22599 -0.07 -0.03 -0.05
H 7.01957 8.77163 12.41202 0.08 0.40 -0.19
H 8.80222 12.68655 12.06505 0.01 -0.19 -0.07
H 10.97916 11.73967 12.93452 -0.31 -0.21 -0.17
H 14.43156 6.94394 12.26602 0.36 0.15 0.17
H 14.88515 5.59920 10.26778 -0.73 -0.14 -0.03
H 10.65958 5.92201 9.22146 0.44 -0.05 -0.07
H 10.37413 7.64466 10.94030 0.51 -0.41 0.19
C 11.47178 12.56916 9.21133 -0.46 -0.33 0.33
P 11.66372 10.82226 8.84858 1.82 0.04 0.14
C 10.16922 10.11350 8.18568 -0.52 -0.30 0.01
C 12.83034 10.79028 7.46696 -0.40 -0.11 -0.53
O 12.26158 10.10970 10.05183 -0.96 0.29 -0.69
H 11.27063 13.16788 8.33340 -0.12 0.09 -0.25
H 12.42570 12.86312 9.64019 0.16 0.11 0.12
H 10.68180 12.69191 9.95543 0.07 0.13 -0.02
H 9.82518 10.65912 7.29568 0.23 -0.15 0.22
H 9.36690 10.11603 8.91962 -0.06 0.01 0.16
H 10.39356 9.06933 7.93062 -0.06 0.23 -0.04
H 12.32376 10.95578 6.48878 0.28 -0.16 0.63
H 13.34651 9.81917 7.46220 -0.07 0.26 -0.04
H 13.55979 11.58716 7.60422 0.21 -0.10 0.08
N 16.04335 8.11598 8.39932 -0.36 -0.08 0.45
C 15.52050 8.20029 9.44016 0.38 0.47 -0.40
F 20.03022 8.40996 9.02576 -0.30 0.41 0.02
C 19.15620 9.25398 8.43718 -0.45 0.59 -0.39
C 18.78481 10.44203 8.99587 -0.02 -1.42 -1.20
N 17.89132 11.28025 8.32473 -0.49 -0.44 -0.32
C 17.34576 12.38659 9.10886 -0.61 -0.06 0.73
C 16.33004 11.90307 10.19702 0.45 0.50 -1.29
O 15.11557 12.15322 9.99305 -0.36 0.07 -0.25
O 16.77918 11.25399 11.14964 0.26 -0.68 0.69
C 17.22582 10.87360 7.14606 0.36 -0.06 0.85
O 16.29534 11.48629 6.65370 0.59 -0.26 0.15
N 17.74941 9.71228 6.57210 -0.72 0.38 -0.90
C 18.59729 8.76802 7.11597 0.61 -0.08 1.41
O 18.84894 7.69830 6.59274 -0.11 1.00 0.24
H 19.05967 10.79972 9.98294 0.19 -0.28 -0.20
H 16.80240 13.07793 8.47991 0.25 0.08 -0.33
H 18.16638 12.86339 9.65167 -0.01 0.09 -0.30
H 17.21522 9.39675 5.75262 0.36 0.18 0.64
```
Forces are in eV/Å.

Summary:
Strongest force on any atom ... 2.53 eV Å⁻¹
Spin multiplicity ... 8
Net charge ... -1
HOMO energy (alpha / beta) ... -4.18 / -5.84 eV
E_tot ... -3916.92159 a.u.
Gap between HOMO and LUMO (alpha / beta) ... 6.344 / 8.004 eV


Record 3
Density functional theory data (wB97M-V/def2-TZVPD) for C33H28F12IrN3O2 as an isolated structure.

```
79
Properties=species:S:1:pos:R:3:forces:R:3
Ir -0.70969 0.13958 -0.16426 -0.12 -0.42 -0.19
C 4.36171 2.09683 -4.89359 0.08 0.00 -0.09
C 3.54174 1.41440 -3.83253 0.00 -0.03 0.09
C 4.10153 1.01118 -2.62496 -0.02 0.00 0.03
C 3.32296 0.42334 -1.65188 0.17 0.03 -0.13
C 1.94158 0.18195 -1.81686 -0.34 -0.14 0.30
N 1.25196 -0.41674 -0.77530 0.54 0.14 -0.39
C 1.94209 -1.39663 -0.06813 -0.21 0.12 0.17
C 2.54896 -2.43056 -0.81221 0.02 -0.06 0.00
C 3.20415 -3.48785 -0.22610 0.01 -0.02 0.03
C 3.29022 -3.58473 1.16329 -0.07 0.06 -0.14
C 3.95351 -4.75619 1.83329 0.10 -0.09 0.06
C 2.70616 -2.56913 1.89861 -0.06 0.12 0.10
C 2.03405 -1.47618 1.33849 0.13 -0.04 0.08
C 1.51242 -0.34387 2.27367 -0.15 -0.18 -0.21
O 0.60361 0.47920 1.77223 0.15 0.10 0.10
C 0.90502 -0.95882 3.59680 0.06 -0.02 -0.08
F 1.82383 -1.40487 4.51407 -0.05 -0.03 0.04
F 0.16147 -0.06509 4.25927 0.02 -0.01 0.00
F 0.10801 -2.00552 3.32405 0.02 0.03 0.04
C 2.75595 0.51317 2.68152 0.03 0.05 -0.01
F 2.44481 1.43529 3.62483 0.03 0.02 0.00
F 3.21182 1.20087 1.61740 0.00 0.00 0.03
F 3.82523 -0.16447 3.17075 -0.02 0.02 0.00
C 1.35477 0.61437 -3.03700 0.02 0.04 -0.07
C 2.18130 1.19963 -3.99677 -0.10 -0.02 -0.11
C -0.16668 0.43635 -3.29272 0.11 0.24 0.20
O -0.95033 0.79167 -2.25477 0.18 0.21 -0.18
C -0.42062 -1.03755 -3.73534 -0.07 -0.01 -0.09
F -1.66799 -1.21125 -4.23159 0.00 -0.04 0.03
F 0.42509 -1.44757 -4.71804 0.03 -0.01 -0.03
F -0.28143 -1.89795 -2.73203 0.02 -0.06 0.02
C -0.65480 1.35549 -4.46469 0.09 -0.04 -0.01
F -0.26217 2.62874 -4.26845 -0.05 0.02 -0.04
F -1.98892 1.38606 -4.56796 0.03 -0.01 0.01
F -0.20424 1.00176 -5.70659 -0.09 0.04 -0.01
H 5.41625 1.82215 -4.81185 0.00 -0.01 0.02
H 4.30870 3.18780 -4.82285 -0.03 0.02 0.02
H 4.03124 1.82574 -5.89897 -0.05 -0.01 0.01
H 5.16089 1.16787 -2.43800 0.00 0.01 0.01
H 3.77215 0.12899 -0.71325 0.02 0.00 0.01
H 2.46826 -2.37673 -1.89122 -0.01 0.00 0.00
H 3.64207 -4.25664 -0.85682 0.01 -0.03 0.01
H 4.87089 -5.05282 1.31699 -0.01 0.03 -0.02
H 3.30507 -5.63749 1.86060 -0.04 0.01 -0.02
H 4.21767 -4.52208 2.86633 -0.01 0.03 0.00
H 2.79249 -2.61473 2.97624 0.02 -0.06 0.00
H 1.75133 1.49844 -4.94328 0.06 0.00 0.04
C -3.91364 0.16749 -0.98165 -0.05 0.06 -0.10
C -3.71480 -0.60865 0.32142 -0.06 -0.06 -0.05
C -4.48190 -1.93786 0.19240 -0.11 -0.01 -0.05
C -2.24220 -0.89947 0.55052 -0.27 -0.04 0.44
C -4.27581 0.17401 1.52025 0.26 -0.20 -0.10
C -4.70752 1.49321 1.43623 -0.13 0.13 0.03
C -5.15110 2.18760 2.56103 0.04 -0.11 -0.11
C -5.17794 1.56931 3.79932 -0.03 0.08 0.04
C -4.74497 0.25085 3.90258 0.06 -0.11 -0.06
C -4.29614 -0.42743 2.78198 -0.03 0.06 0.14
H -3.53494 -0.42544 -1.81435 -0.03 -0.03 0.00
H -3.34471 1.09882 -1.00600 0.03 -0.02 0.09
H -4.97301 0.39751 -1.15213 -0.01 -0.04 -0.03
H -4.08788 -2.48298 -0.66672 0.01 0.00 -0.02
H -5.55889 -1.78032 0.04765 0.01 0.02 0.01
H -4.34055 -2.56822 1.07156 -0.01 0.01 0.03
H -2.06171 -1.73091 1.23867 -0.08 0.02 0.04
H -4.67188 2.00399 0.48467 -0.01 0.03 -0.01
H -5.45724 3.22252 2.45880 -0.01 0.01 0.02
H -5.50973 2.11038 4.67799 -0.01 0.00 0.01
H -4.73398 -0.24637 4.86621 0.00 0.02 0.01
H -3.91069 -1.43357 2.88676 -0.01 -0.01 0.02
N 0.51116 3.48617 1.66022 -0.01 -0.01 0.05
C -0.43829 3.24334 2.63452 0.12 0.00 -0.06
C -1.45736 2.61267 2.00250 -0.09 -0.10 -0.04
N -1.15592 2.44008 0.66674 -0.11 0.26 0.12
C 0.03620 2.96002 0.50904 0.06 -0.07 -0.07
H 1.48151 3.68465 1.82917 -0.03 0.01 0.00
H -0.26787 3.47566 3.66948 0.00 0.03 0.03
H -2.36629 2.21183 2.41831 0.02 0.05 0.02
H 0.60401 2.92575 -0.40763 0.02 0.05 -0.02
```
Forces are in eV/Å.

Summary:
Strongest force on any atom ... 0.68 eV Å⁻¹
Spin multiplicity ... 5
Net charge ... -2
HOMO energy (alpha / beta) ... 0.18 / -1.26 eV
E_tot ... -2891.76452 a.u.
Gap between HOMO and LUMO (alpha / beta) ... 4.512 / 5.951 eV


How do the records compare in energy above the lowest of the compared OMol25 structures with the same formula, charge and spin? In the order shown, they have 0.636 0.049 0.275 eV.